[1]
The following is a DFT calculation (ωB97M-V/def2-TZVPD) of a cluster of 2 separate species, C19H31N3O4 in total in a non-equilibrium geometry.

```
! RIJCOSX wB97M-V def2-TZVPD def2/J DEFGRID3
* xyz 0 1
C -2.862 1.331 -0.760
C -3.707 0.430 0.118
C -4.810 1.222 0.797
C -4.268 2.090 1.924
C -3.659 1.206 3.003
C -2.470 0.419 2.482
N -2.844 -0.211 1.170
O -1.955 -0.975 0.703
C -1.263 1.320 2.301
C -2.149 -0.760 3.381
C -4.261 -0.739 -0.672
H -3.401 1.550 -1.690
H -2.618 2.275 -0.259
H -1.937 0.814 -1.021
H -5.314 1.842 0.043
H -5.552 0.517 1.191
H -3.532 2.813 1.546
H -5.096 2.662 2.359
H -3.335 1.812 3.860
H -4.411 0.497 3.370
H -0.806 1.520 3.279
H -0.516 0.821 1.679
H -1.535 2.273 1.834
H -1.899 -0.437 4.398
H -3.022 -1.420 3.444
H -1.315 -1.330 2.964
H -4.941 -0.403 -1.464
H -3.440 -1.308 -1.115
H -4.823 -1.401 -0.005
C 2.478 -2.430 0.518
N 3.296 -1.592 -0.327
C 2.919 -0.188 -0.397
C 1.678 0.086 -1.260
C 1.511 -0.433 -2.523
C 2.392 -1.361 -3.248
O 3.765 -0.882 -3.326
C 4.629 -1.240 -2.303
C 4.101 -2.194 -1.254
O 4.439 -3.369 -1.231
N 5.095 -0.129 -1.482
C 4.134 0.621 -0.832
O 4.275 1.802 -0.542
C 6.180 0.594 -2.092
C 0.692 0.871 -0.684
H 2.786 -3.471 0.396
H 2.612 -2.110 1.559
H 1.411 -2.321 0.273
H 2.698 0.108 0.638
H 0.597 -0.145 -3.047
H 2.346 -2.387 -2.839
H 2.081 -1.407 -4.298
H 5.510 -1.670 -2.788
H 6.427 1.462 -1.485
H 7.035 -0.084 -2.151
H 5.904 0.917 -3.105
H 0.874 1.310 0.294
H -0.123 1.212 -1.324
*
```

Summary:
Relative energy (zero: lowest compared OMol25 entry of this formula, charge and spin) = 122.5 kcal/mol
Calculated total energy = -1207.69750 Ha
Highest occupied orbital energy (alpha / beta) = -0.299 / -0.294 Ha

---

[2]
The following is a DFT calculation (ωB97M-V/def2-TZVPD) of a structure of composition C16H32ILiO8S4 in a non-equilibrium geometry.

```
! RIJCOSX wB97M-V def2-TZVPD def2/J DEFGRID3
* xyz 0 1
Li 0.079 0.742 -0.732
I -0.487 3.447 -0.830
C 4.794 -1.280 1.519
C 3.386 -1.376 2.077
C 2.399 -1.794 0.990
S 3.043 -0.846 -0.529
O 2.093 0.274 -0.686
O 3.283 -1.839 -1.595
C 4.636 -0.334 0.299
H 4.972 -2.313 1.219
H 5.461 -0.884 2.285
H 3.204 -0.417 2.563
H 3.422 -2.062 2.923
H 1.332 -1.590 0.906
H 2.531 -2.813 0.629
H 4.503 0.709 0.586
H 5.398 -0.364 -0.479
C 1.181 1.652 -5.578
C 2.381 0.702 -5.467
C 2.181 -0.151 -4.207
S 0.310 -0.421 -4.010
O -0.125 0.073 -2.693
O -0.029 -1.782 -4.467
C -0.067 0.722 -5.361
H 1.038 2.151 -6.536
H 1.186 2.397 -4.783
H 3.269 1.288 -5.231
H 2.510 0.057 -6.336
H 2.600 0.352 -3.335
H 2.778 -1.063 -4.177
H -1.075 1.132 -5.309
H -0.083 0.073 -6.236
C -1.754 0.084 4.112
C -1.873 1.654 4.308
C -0.910 2.447 3.392
S 0.413 1.145 2.963
O 1.726 1.626 3.484
O 0.217 0.607 1.582
C -0.237 -0.107 4.188
H -2.142 -0.310 3.173
H -2.299 -0.407 4.918
H -1.758 1.983 5.341
H -2.888 1.992 4.099
H -0.524 3.387 3.786
H -1.304 2.871 2.469
H 0.177 0.095 5.176
H 0.120 -1.111 3.961
C -4.661 0.158 0.985
C -4.828 -1.371 1.127
C -3.438 -1.904 0.714
S -2.838 -0.922 -0.668
O -3.252 -1.628 -1.888
O -1.494 -0.412 -0.374
C -4.038 0.500 -0.328
H -3.987 0.629 1.701
H -5.554 0.758 1.158
H -5.688 -1.712 0.551
H -5.096 -1.545 2.169
H -3.266 -2.963 0.520
H -2.685 -1.776 1.491
H -4.779 0.363 -1.115
H -3.465 1.423 -0.413
*
```

Summary:
Relative energy (zero: lowest compared OMol25 entry of this formula, charge and spin) = 6.8 kcal/mol
Calculated total energy = -3128.74012 Ha
Highest occupied orbital energy = -0.251 Ha

---

[3]
The following is a DFT calculation (ωB97M-V/def2-TZVPD) of a structure of composition C5H11NO3 in a non-equilibrium geometry.

```
! RIJCOSX wB97M-V def2-TZVPD def2/J DEFGRID3
* xyz 0 1
C 0.247 -0.060 -0.615
C -1.619 -0.600 1.298
C 0.298 1.094 -1.557
C -0.163 -1.369 -1.204
N -0.378 0.122 1.157
C 1.264 -0.113 0.481
O -0.624 1.513 1.361
O 1.936 1.100 0.641
O 1.852 -1.197 0.676
H 0.098 1.801 1.937
H 2.741 0.885 1.134
H -1.384 -1.661 1.293
H -2.052 -0.356 2.268
H -2.344 -0.333 0.518
H -1.192 -1.276 -1.567
H -0.375 0.980 -2.404
H 1.322 1.282 -1.875
H 0.002 1.998 -1.012
H 0.498 -1.619 -2.036
H -0.127 -2.189 -0.495
*
```

Summary:
Relative energy (zero: lowest compared OMol25 entry of this formula, charge and spin) = 103.2 kcal/mol
Calculated total energy = -477.46101 Ha
Highest occupied orbital energy = -0.324 Ha